DFT (ωB97M-V/def2-TZVPD) results for a 3-piece molecular cluster, C4H14NO2 overall in a non-equilibrium geometry.

CARTESIAN COORDINATES (ANGSTROEM)
C -0.96395 -1.05268 -0.59208
C -0.94684 -0.39450 -1.96967
C -0.41263 1.01484 -2.00364
C 0.60062 1.34530 -2.80540
N 0.38775 -1.21752 0.00700
H -1.47586 -1.99702 -0.78200
H -1.54721 -0.49257 0.13898
H -2.00667 -0.35079 -2.26210
H -0.54406 -0.98968 -2.79328
H -0.90803 1.77609 -1.41409
H 1.19493 2.23288 -2.62490
H 0.97393 0.75687 -3.63912
H 0.53503 -0.74695 0.92366
H 1.14168 -0.83368 -0.56514
H 0.56029 -2.19599 0.25646
H -0.08699 2.26555 3.02152
H -1.21540 1.40642 3.38014
O -0.32613 1.31725 2.99361
H 2.23001 -0.86351 2.83551
H 0.68725 -0.32618 3.02469
O 1.32769 -0.89123 2.54490

Summary:
Total energy (Eh): -365.7761
Energy above the lowest of the compared OMol25 structures with the same formula, charge and spin (kJ/mol): 143.3
Largest force on an atom (eV/Å): 1.94
Charge: +1
LUMO level (eV): -2.91
Highest occupied orbital energy (eV): -13.20

---

DFT (ωB97M-V/def2-TZVPD) results for a 2-piece molecular cluster, C4H14NO2 overall.

CARTESIAN COORDINATES (ANGSTROEM)
C -0.06548 0.84730 -1.38906
C -0.39964 -0.62693 -1.24678
C -0.09726 -1.26433 0.13948
C -1.25727 -1.01266 1.09466
O -2.50966 -1.37774 0.54424
N 1.31824 1.25444 -0.95647
H -0.77381 1.51758 -0.91873
H -0.13451 1.13629 -2.43110
H -1.48105 -0.63702 -1.36454
H 0.05102 -1.23616 -2.02604
H 0.78711 -0.79150 0.56972
H 0.10263 -2.32881 0.02038
H -1.12873 -1.48708 2.06948
H -1.28408 0.06063 1.28252
H -2.61874 -2.32323 0.69299
H 1.99660 0.86489 -1.60543
H 1.59210 1.04825 0.02394
H 1.44439 2.25452 -1.08163
H 0.77505 1.71157 2.22467
H 2.17886 1.17809 2.52316
O 1.50424 1.21190 1.83454

Summary:
Total energy (Eh): -365.7950
Energy above the lowest of the compared OMol25 structures with the same formula, charge and spin (kJ/mol): 93.8
Largest force on an atom (eV/Å): 0.92
Charge: +1
LUMO level (eV): -3.35
Highest occupied orbital energy (eV): -13.69

---

DFT (ωB97M-V/def2-TZVPD) results for a 3-piece molecular cluster, C4H14NO2 overall in a non-equilibrium geometry.

CARTESIAN COORDINATES (ANGSTROEM)
C -0.55426 -1.25840 -1.08726
C 0.37499 -0.11633 -1.57708
C 1.32351 0.34099 -0.44600
C 0.52559 0.38778 1.94444
N 0.44793 0.62798 0.70294
H -0.94144 -1.94447 -1.86653
H -1.41717 -0.79587 -0.69286
H -0.09009 -2.02361 -0.45399
H -0.37353 0.61147 -1.85425
H 0.85576 -0.45164 -2.48271
H 1.86065 1.25545 -0.71737
H 2.12290 -0.34068 -0.13124
H 1.32329 -0.26932 2.36315
H -0.19430 0.82866 2.63487
H -0.31579 1.26831 0.49101
H -4.79392 2.32266 -1.73265
H -5.60433 3.29347 -0.85181
O -4.84696 2.68175 -0.84160
H 3.76831 -2.40944 1.62861
H 3.17116 -2.32921 2.83668
O 3.35769 -1.67954 2.13363

Summary:
Total energy (Eh): -365.7468
Energy above the lowest of the compared OMol25 structures with the same formula, charge and spin (kJ/mol): 220.4
Largest force on an atom (eV/Å): 2.06
Charge: +1
LUMO level (eV): -4.66
Highest occupied orbital energy (eV): -13.85